Record 1
37
Properties=species:S:1:pos:R:3:nbo_charge:R:1 method="wB97M-V/def2-TZVPD" lumo_energy_ev=-5.940 homo_energy_ev=-12.04 orbital_gap_ev=6.10 charge=+1
C -0.78844 -0.82239 -2.64722 -0.718
C 0.00239 0.43268 -2.53953 0.431
C -0.77280 1.66037 -2.20807 -0.709
C 1.39983 0.41970 -2.57499 -0.143
C 2.16579 1.61899 -2.68406 -0.072
C 3.53285 1.58999 -2.63496 -0.235
C 4.20468 0.38510 -2.47978 -0.040
C 3.49532 -0.80565 -2.40094 -0.232
C 2.12894 -0.80206 -2.46769 -0.075
H -0.26788 -1.57742 -3.23719 0.247
H -0.99933 -1.23621 -1.65871 0.286
H -1.73848 -0.63372 -3.15268 0.266
H -0.21132 2.57500 -2.38642 0.244
H -1.68336 1.71747 -2.80709 0.264
H -1.05591 1.64929 -1.15250 0.289
H 1.66566 2.55655 -2.84838 0.227
H 4.08682 2.51035 -2.72172 0.247
H 5.27838 0.37479 -2.41077 0.243
H 4.01733 -1.73912 -2.26746 0.247
H 1.59131 -1.72918 -2.37644 0.228
O -2.66330 1.88115 1.69540 -0.522
C -1.84701 1.06430 2.07907 0.501
C -2.14868 -0.17711 2.79842 -0.053
C -0.95736 -0.84734 3.05865 -0.145
C -0.95778 -2.05179 3.73357 -0.153
C -2.16732 -2.57251 4.14485 -0.179
C -3.35403 -1.90423 3.88712 -0.176
C -3.35731 -0.70053 3.21285 -0.185
C 0.15722 -0.06101 2.52126 0.526
O 1.33449 -0.36042 2.58517 -0.522
C -0.41889 1.11346 1.92590 -0.240
N 0.25121 2.08217 1.34896 0.122
N 0.84640 2.94788 0.83707 0.092
H -0.02512 -2.55471 3.92710 0.238
H -2.18879 -3.51089 4.67329 0.230
H -4.28648 -2.32791 4.22086 0.230
H -4.26905 -0.16503 3.00703 0.240

---

Record 2
37
Properties=species:S:1:pos:R:3:nbo_charge:R:1 method="wB97M-V/def2-TZVPD" lumo_energy_ev="-0.299 / -3.007" multiplicity=6 homo_energy_ev="-6.06 / -9.75" orbital_gap_ev="5.76 / 6.74"
Ir -1.33673 0.79625 -0.22038 1.305
F -4.35385 0.30935 1.42350 -0.301
C -3.81566 0.06815 2.62591 0.717
F -4.13347 1.12250 3.39942 -0.300
F -4.45253 -0.98566 3.15576 -0.293
S -1.98795 -0.19506 2.59926 2.225
O -1.40458 0.83760 1.74068 -0.921
O -1.57503 -0.07279 3.97671 -0.853
N -1.85388 -1.68375 2.07042 -1.133
S -2.50213 -1.93678 0.64619 2.205
O -3.76128 -2.63701 0.70028 -0.859
O -2.47625 -0.83599 -0.31432 -0.945
C -1.27591 -3.14426 0.02760 0.723
F -1.20518 -4.22667 0.81842 -0.296
F -1.56945 -3.58437 -1.20465 -0.298
F -0.03434 -2.62685 -0.02464 -0.310
C 1.30094 0.83647 2.28086 -0.636
C 1.74567 0.83682 0.87193 0.226
C 3.10315 0.85391 0.65106 -0.264
C 3.58973 0.85310 -0.64391 -0.206
C 2.72100 0.83464 -1.72391 -0.091
C 3.24690 0.83216 -3.03539 -0.120
C 2.40881 0.81284 -4.14180 -0.228
C 1.05070 0.79578 -3.95544 -0.189
C 0.50085 0.79818 -2.64710 -0.240
S -1.20352 0.77624 -2.57387 0.218
C 1.31559 0.81825 -1.49019 0.194
N 0.80596 0.82023 -0.19493 -0.630
H 2.15317 0.85044 2.96447 0.227
H 0.72832 -0.05388 2.48184 0.208
H 0.69296 1.71195 2.48395 0.230
H 3.79101 0.86712 1.48493 0.223
H 4.66122 0.86591 -0.80608 0.209
H 4.31912 0.84503 -3.19207 0.215
H 2.81522 0.81081 -5.14542 0.224
H 0.39483 0.78045 -4.81883 0.226
O -2.40338 2.24886 -0.27026 -0.462

---

Record 3
19
Properties=species:S:1:pos:R:3:nbo_charge:R:1 method="wB97M-V/def2-TZVPD" smiles=CCC.CC lumo_energy_ev=1.069 homo_energy_ev=-10.99 orbital_gap_ev=12.06
C -0.05310 -0.72779 -1.08768 -0.617
C 0.43672 -0.04824 -2.36861 -0.392
C 0.42218 1.47726 -2.55625 -0.624
H 0.82704 -0.57823 -0.43538 0.205
H -0.87136 -0.17537 -0.62981 0.209
H -0.13374 -1.78780 -1.26624 0.219
H -0.08915 -0.38644 -3.31376 0.189
H 1.45220 -0.42308 -2.54483 0.188
H 0.87722 2.17003 -1.84710 0.207
H -0.62933 1.70350 -2.73453 0.202
H 0.78989 1.88323 -3.53779 0.214
C -0.68026 0.14577 3.26363 -0.633
C -0.18783 -0.94351 2.36063 -0.627
H -1.49226 0.60999 2.68601 0.209
H -0.90574 0.07577 4.29905 0.220
H 0.08162 0.96651 3.32616 0.204
H -0.00834 -1.92831 2.85628 0.205
H -0.70596 -1.25042 1.47494 0.216
H 0.87020 -0.78289 2.05529 0.206

---

Record 4
18
Properties=species:S:1:pos:R:3:nbo_charge:R:1 method="wB97M-V/def2-TZVPD" smiles=CCC1(C)CC1 lumo_energy_ev=1.116 homo_energy_ev=-9.74 orbital_gap_ev=10.86
C 1.96186 -0.74682 -0.45475 -0.604
C 0.92078 -0.39786 0.61418 -0.388
C -0.37363 0.22211 0.10637 -0.059
C -0.42494 1.75019 0.12608 -0.601
C -1.69269 -0.38078 0.53242 -0.415
C -1.16510 -0.63361 -0.85010 -0.420
H 1.58645 -1.48238 -1.17706 0.202
H 2.83585 -1.19185 0.03167 0.208
H 2.30603 0.12091 -1.03008 0.203
H 0.68871 -1.31347 1.17337 0.200
H 1.36514 0.29544 1.33898 0.204
H -0.65352 2.05248 1.15596 0.207
H -1.22063 2.14042 -0.51561 0.210
H 0.49995 2.27693 -0.14473 0.209
H -1.75313 -1.18726 1.26116 0.210
H -2.51078 0.33345 0.61102 0.207
H -1.69487 -0.22914 -1.70769 0.215
H -0.74058 -1.61977 -1.03638 0.210

---

Record 5
12
Properties=species:S:1:pos:R:3:nbo_charge:R:1 method="wB97M-V/def2-TZVPD" lumo_energy_ev=0.775 homo_energy_ev=-9.19 orbital_gap_ev=9.97
C -2.09358 -0.44074 0.38237 -0.262
C 0.68055 1.47440 0.15408 -0.492
H -2.04954 0.63778 1.16676 0.158
H -2.99677 -0.47320 -0.34249 0.227
H -1.65435 -1.27196 0.96898 0.210
H 1.30016 1.92449 -0.77175 0.218
H 1.32361 1.41940 1.04034 0.236
H -0.27283 2.49354 0.00481 0.225
N 0.03944 0.13618 -0.08622 -0.042
N 0.87914 -0.96117 -0.18140 0.246
O -1.16134 0.05932 -0.58452 -0.366
O 1.96106 -0.70395 0.15803 -0.357

---

Record 6
35
Properties=species:S:1:pos:R:3:nbo_charge:R:1 method="wB97M-V/def2-TZVPD" lumo_energy_ev=-7.844 homo_energy_ev=-15.45 orbital_gap_ev=7.61 charge=+2
Pb 0.28244 -0.46469 -0.42332 1.555
N -0.31206 -2.65867 -1.57998 -0.896
C 0.95207 -3.35404 -1.92706 -0.362
C 2.15196 -2.38697 -2.05040 0.769
O 3.10675 -2.65988 -2.70465 -0.491
O 2.00272 -1.26624 -1.34227 -0.944
H -0.93053 -3.29063 -1.08211 0.406
H -0.78602 -2.41674 -2.44736 0.403
H 0.87058 -3.89031 -2.86992 0.253
H 1.20089 -4.06889 -1.14336 0.242
N -3.18290 0.53976 1.43876 -0.709
C -3.26214 1.80868 2.26286 -0.042
C -2.24770 1.71998 3.39898 -0.446
C -0.78530 1.76564 2.94294 -0.057
N -0.32313 0.46367 2.36199 -0.906
C -0.56130 2.95008 1.99297 -0.433
C -1.55814 3.09232 0.83430 -0.057
N -1.28696 2.11735 -0.26625 -0.904
C -2.99810 3.00212 1.35006 -0.445
H -3.37165 -0.27988 2.01666 0.441
H -2.22270 0.49444 1.06649 0.466
H -3.85108 0.56628 0.66784 0.442
H -4.27110 1.86892 2.66978 0.250
H -2.43372 0.83166 4.01155 0.228
H -2.41260 2.57888 4.05028 0.271
H -0.18824 1.96381 3.83649 0.226
H -0.57681 -0.27962 3.01164 0.382
H 0.69384 0.49736 2.41298 0.388
H 0.46300 2.93822 1.61054 0.228
H -0.65721 3.85383 2.59792 0.252
H -1.43262 4.10234 0.43597 0.224
H -0.44429 2.46125 -0.72385 0.385
H -2.01212 2.22248 -0.97450 0.382
H -3.70588 3.00748 0.51459 0.228
H -3.19903 3.90617 1.92566 0.271